1.
The following is a quantum chemistry calculation of C17H16N2O5S as an isolated structure, from the OMol25 dataset.

Output
Frontier orbital gap in eV: 7.42
Net charge: 0
LUMO level in Eh: -0.0460
Molar mass in g mol⁻¹: 360.391
Energy in Eh: -1540.77638
2S+1: 1
Largest force on an atom in eV/A: 18.48
Relative energy (zero: lowest compared OMol25 entry of this formula, charge and spin) in kJ/mol: 1522.0

Each line ends with the Löwdin charge.
Positions of all 41 atoms, in Å:
C 2.09900 2.49154 1.08850  -0.072
H 2.72897 3.30323 0.50439  0.141
O 2.28254 1.39368 0.22912  -0.078
C 3.38471 0.65643 0.05964  -0.287
C 4.56274 1.00156 0.41175  -0.136
C 5.65460 0.38664 0.39404  -0.164
C 5.59845 -0.84682 -0.18507  -0.065
C 4.46135 -1.18880 -0.95279  0.028
C 3.24711 -0.49709 -0.72074  -0.116
C 2.03077 -1.07993 -1.17367  -0.080
N 0.95100 -0.99482 -0.09020  0.109
C 0.05553 -2.13398 -0.17835  -0.169
O 0.25843 -3.39548 -0.89200  -0.127
C -0.91382 -1.98278 1.02958  -0.055
N -2.00941 -1.25245 0.35049  -0.071
C -3.38837 -1.59055 0.74749  -0.331
O -3.70052 -2.74276 1.16253  0.062
C -4.19044 -0.49103 0.19641  -0.049
C -3.33801 0.77929 -0.37601  -0.153
C -4.09864 1.84660 -0.67378  -0.057
C -5.50590 1.80075 -0.91749  -0.002
C -6.30240 0.79787 -0.24219  -0.020
C -5.54591 -0.31523 0.13445  -0.051
H -6.14861 -1.24695 0.58949  0.172
H -7.26481 0.89719 -0.67820  0.099
H -5.89388 2.70040 -1.20452  0.074
H -3.48225 2.46249 -1.12744  0.069
S -1.66848 0.46583 -0.21742  0.634
O -1.19053 0.17093 -1.36691  -0.152
O -0.98524 1.04882 0.87024  -0.220
H -1.35953 -2.93555 1.17536  0.123
H -0.55245 -1.63909 1.77196  0.022
H 0.84085 -0.30810 0.42761  -0.023
H 2.09642 -2.13682 -1.65974  0.164
H 1.56159 -0.39142 -1.89912  0.135
H 4.49987 -1.93929 -1.33686  -0.030
H 6.62838 -1.26199 -0.69284  0.160
H 6.64032 0.88790 0.98583  0.183
H 4.55858 2.15484 1.12288  0.206
H 2.33350 2.48504 2.10867  0.069
H 1.06449 2.63987 1.22493  0.057

=====

2.
The following is a quantum chemistry calculation of C17H16NO5SSeTi as an isolated structure, from the OMol25 dataset.

Output
Frontier orbital gap (spin up / spin down) in eV: 3.97 / 6.31
Net charge: -2
LUMO level (spin up / spin down) in Eh: 0.1752 / 0.1751
Molar mass in g mol⁻¹: 473.211
Energy in Eh: -4737.50725
2S+1: 2
Largest force on an atom in eV/A: 1.50
⟨S²⟩: 0.77

Each line ends with the Mulliken spin population.
Positions of all 42 atoms, in Å:
Ti -0.70286 -0.58083 0.89769  0.037
C -1.00758 2.97942 2.22455  -0.004
C -1.98396 2.05088 1.55421  0.000
C -2.03025 1.94200 0.16046  0.009
C -2.91219 1.05563 -0.45207  0.005
C -3.72894 0.23218 0.31185  0.002
C -3.69912 0.34084 1.69442  0.002
C -2.84779 1.25101 2.30199  -0.001
H -0.05048 2.47331 2.37550  0.002
H -1.38011 3.29541 3.20015  0.000
H -0.83100 3.86855 1.61660  0.000
H -1.37582 2.55974 -0.44471  -0.001
H -2.92246 0.96933 -1.52971  -0.003
H -4.30589 -0.55506 -0.15416  0.001
H -4.24279 -0.37928 2.28999  0.000
H -2.77112 1.26680 3.38238  0.000
C -0.52428 -0.51599 -2.65569  -0.027
C 0.88370 -0.53602 -2.13952  0.183
C 1.92408 -0.53426 -3.03917  -0.059
C 3.25490 -0.44830 -2.60854  0.454
C 3.50348 -0.26887 -1.23039  -0.107
C 4.79806 -0.06889 -0.71109  0.123
C 4.99624 0.14894 0.64362  -0.036
C 3.91196 0.17009 1.50618  0.079
C 2.61202 -0.03475 1.03026  0.014
S 1.27217 -0.07531 2.16147  -0.006
C 2.37775 -0.26609 -0.34067  0.053
N 1.08260 -0.46103 -0.77896  0.172
H -0.52171 -0.52271 -3.74697  0.009
H -1.02092 0.40279 -2.32342  0.020
H -1.10967 -1.35419 -2.28350  0.013
H 1.68712 -0.59531 -4.09564  -0.007
H 4.08380 -0.45814 -3.30767  0.042
H 5.64109 -0.08097 -1.39524  -0.001
H 5.99945 0.29976 1.03030  0.005
H 4.05610 0.33019 2.56842  0.022
O -1.35521 -1.11210 2.27294  0.005
O -2.26905 -4.10857 -1.45157  0.000
Se -2.17282 -3.45378 0.02935  0.002
O -1.11173 -4.16531 1.02058  0.001
O -1.56037 -1.84410 -0.26423  0.001
O -3.64636 -3.21697 0.68004  -0.001